The following is a quantum chemistry calculation of one molecule with the formula C3H5N3O2S at a distorted geometry, from OMol25.

⟨S²⟩: 2.01
DFT total energy, Ha: -829.994849
E_HOMO (alpha / beta), eV: -6.212 / -11.151
E_LUMO (alpha / beta), eV: 0.31 / -3.97
Orbital gap (alpha / beta), eV: 6.518 / 7.179
Net charge: 0
2S+1: 3

Each line ends with the Löwdin spin population.
Positions of all 14 atoms, in Å:
C1 2.9617 -0.4179 -0.2802  0.0250
C2 0.7862 0.5288 0.3543  0.6175
C3 1.7058 -0.1945 -0.8476  0.1623
N1 4.0519 -0.4997 0.0133  0.0365
N2 -0.3266 0.5164 0.9072  0.8262
N3 -2.7313 0.6795 0.2816  0.0271
O1 -1.3014 -1.0086 -0.9334  0.0913
O2 -1.9228 -1.4032 1.4760  0.0329
S1 -1.6092 -0.5479 0.3895  0.0643
H1 1.2890 -1.0487 -1.4914  0.0061
H2 1.4724 1.2720 0.6664  0.0854
H3 1.8168 0.6174 -1.5199  0.0197
H4 -2.6532 1.0545 1.2971  0.0033
H5 -3.5393 0.4520 -0.3130  0.0023